P | Here is a cluster of 11 separate species, C33H99O44P11 in total from the OMol25 dataset. Energies are from ωB97M-V/def2-TZVPD.

As for the SMILES: COP(=O)(OC)OC.COP(=O)(OC)OC.COP(=O)(OC)OC.COP(=O)(OC)OC.COP(=O)(OC)OC.COP(=O)(OC)OC.COP(=O)(OC)OC.COP(=O)(OC)OC.COP(=O)(OC)OC.COP(=O)(OC)OC.COP(=O)(OC)OC. Its orbital gap is 10.48 eV. The charge is 0.

```
187
C33H99O44P11, DFT ωB97M-V/def2-TZVPD
C 2.224 -3.871 5.427
O 3.636 -4.182 5.538
P 4.365 -5.135 4.539
O 3.784 -5.187 3.163
O 5.952 -4.754 4.640
C 6.895 -5.428 3.803
O 4.324 -6.575 5.368
C 3.210 -7.531 5.276
H 1.694 -4.384 4.625
H 2.093 -2.794 5.324
H 1.723 -4.063 6.376
H 6.371 -6.107 3.132
H 7.635 -5.981 4.382
H 7.556 -4.778 3.228
H 2.402 -7.053 4.722
H 2.892 -7.951 6.230
H 3.556 -8.367 4.668
C 5.811 11.451 2.650
O 6.471 10.350 2.187
P 5.548 9.262 1.420
O 4.187 8.952 1.933
O 6.617 8.092 1.150
C 6.268 6.928 0.300
O 5.527 9.948 -0.039
C 6.656 10.316 -0.794
H 5.998 12.463 2.292
H 5.901 11.402 3.735
H 4.737 11.504 2.472
H 6.288 6.054 0.951
H 7.000 6.702 -0.476
H 5.281 6.971 -0.162
H 7.517 10.194 -0.138
H 6.543 11.372 -1.040
H 6.747 9.889 -1.793
C 14.995 4.711 0.791
O 13.908 5.158 -0.018
P 12.904 4.158 -0.953
O 13.410 2.773 -1.264
O 12.703 5.194 -2.235
C 12.049 6.446 -2.122
O 11.481 4.230 -0.150
C 11.018 3.145 0.603
H 14.688 3.947 1.505
H 15.472 5.525 1.336
H 15.779 4.329 0.137
H 11.405 6.622 -2.983
H 12.771 7.263 -2.127
H 11.383 6.515 -1.262
H 11.730 2.320 0.548
H 10.005 2.999 0.230
H 11.035 3.356 1.672
C -4.524 3.073 -7.317
O -3.828 2.422 -6.328
P -4.213 0.962 -5.769
O -5.456 0.313 -6.208
O -2.870 0.043 -6.065
C -2.379 -0.290 -7.278
O -4.264 1.036 -4.080
C -5.482 0.953 -3.376
H -4.755 4.022 -6.832
H -5.407 2.560 -7.698
H -3.802 3.301 -8.101
H -2.831 0.288 -8.084
H -2.558 -1.333 -7.538
H -1.349 0.064 -7.245
H -5.314 0.293 -2.525
H -6.387 0.668 -3.913
H -5.459 1.884 -2.810
C -8.719 6.707 -5.152
O -8.144 7.980 -4.945
P -6.915 8.227 -3.823
O -6.223 9.561 -3.939
O -7.816 8.053 -2.474
C -8.744 9.104 -2.109
O -5.938 6.929 -3.921
C -4.768 6.992 -3.190
H -8.599 6.514 -6.218
H -9.796 6.743 -4.994
H -8.292 5.932 -4.516
H -8.888 9.135 -1.029
H -9.709 9.112 -2.615
H -8.215 10.037 -2.305
H -4.025 7.639 -3.656
H -4.338 6.024 -2.930
H -4.904 7.646 -2.329
C -9.826 4.901 1.504
O -9.427 3.578 1.315
P -8.555 2.840 2.388
O -8.955 3.199 3.785
O -8.539 1.229 1.840
C -9.646 0.295 2.177
O -6.975 3.236 1.928
C -6.349 4.369 2.451
H -10.069 5.420 0.577
H -8.978 5.461 1.898
H -10.644 4.920 2.224
H -10.105 -0.174 1.307
H -10.500 0.752 2.676
H -9.386 -0.463 2.916
H -5.325 4.249 2.803
H -6.907 5.042 3.103
H -6.259 4.987 1.558
C 8.948 -1.475 -2.635
O 7.618 -1.176 -2.954
P 7.009 -1.443 -4.415
O 7.794 -0.864 -5.525
O 6.739 -3.023 -4.593
C 5.962 -3.818 -3.768
O 5.464 -0.789 -4.198
C 5.242 0.573 -4.479
H 8.976 -1.968 -1.663
H 9.613 -0.618 -2.740
H 9.436 -2.083 -3.397
H 5.942 -3.385 -2.768
H 6.517 -4.725 -3.532
H 4.991 -4.233 -4.040
H 4.203 0.727 -4.767
H 5.892 1.122 -5.161
H 5.400 1.180 -3.587
C 0.737 -8.959 -4.925
O 0.207 -8.305 -3.793
P -0.593 -9.200 -2.638
O -0.557 -10.646 -2.837
O 0.012 -8.637 -1.258
C -0.580 -9.159 -0.100
O -2.030 -8.589 -2.547
C -3.190 -9.360 -2.952
H 1.798 -8.711 -4.964
H 0.283 -8.432 -5.764
H 0.822 -10.045 -4.936
H -0.746 -8.382 0.647
H 0.104 -9.882 0.345
H -1.587 -9.564 -0.196
H -2.986 -10.363 -3.326
H -3.654 -8.817 -3.775
H -3.812 -9.433 -2.059
C 0.342 1.693 -0.123
O 1.525 1.080 0.145
P 1.474 -0.482 0.668
O 0.325 -0.750 1.622
O 2.895 -0.655 1.345
C 4.098 -0.577 0.643
O 1.743 -1.339 -0.733
C 1.324 -2.738 -0.718
H 0.541 2.505 -0.823
H -0.045 2.076 0.821
H -0.413 1.047 -0.570
H 3.996 -0.304 -0.407
H 4.547 -1.568 0.718
H 4.766 0.150 1.104
H 2.068 -3.459 -1.055
H 0.531 -2.696 -1.466
H 0.877 -3.241 0.139
C -2.659 -6.244 8.617
O -3.124 -4.929 8.985
P -4.444 -4.190 8.430
O -5.331 -5.004 7.502
O -4.084 -2.790 7.765
C -3.782 -2.690 6.413
O -5.243 -3.859 9.813
C -4.876 -4.407 11.101
H -2.863 -6.931 9.439
H -1.618 -6.368 8.319
H -3.347 -6.725 7.922
H -4.224 -1.932 5.766
H -3.868 -3.663 5.928
H -2.740 -2.470 6.181
H -3.804 -4.297 11.266
H -5.148 -5.459 11.182
H -5.146 -3.944 12.050
C -8.383 -5.819 1.816
O -7.619 -4.984 1.050
P -7.036 -5.455 -0.421
O -7.717 -6.609 -0.962
O -5.396 -5.587 -0.136
C -4.577 -4.570 0.474
O -7.250 -4.207 -1.283
C -6.657 -4.200 -2.584
H -8.009 -5.539 2.800
H -8.275 -6.864 1.524
H -9.453 -5.627 1.747
H -4.210 -3.861 -0.268
H -3.808 -5.084 1.050
H -5.086 -4.077 1.301
H -5.713 -3.657 -2.629
H -7.393 -3.800 -3.282
H -6.480 -5.248 -2.825
```



Q | Here is a cluster of 11 separate species, C33H99O44P11 in total from the OMol25 dataset. Energies are from ωB97M-V/def2-TZVPD.

As for the SMILES: COP(=O)(OC)OC.COP(=O)(OC)OC.COP(=O)(OC)OC.COP(=O)(OC)OC.COP(=O)(OC)OC.COP(=O)(OC)OC.COP(=O)(OC)OC.COP(=O)(OC)OC.COP(=O)(OC)OC.COP(=O)(OC)OC.COP(=O)(OC)OC. Its orbital gap is 10.16 eV. The charge is 0.

```
187
C33H99O44P11, DFT ωB97M-V/def2-TZVPD
C -6.100 -0.354 4.178
O -6.554 -0.085 2.867
P -7.068 1.424 2.571
O -6.491 2.469 3.446
O -6.980 1.533 0.976
C -6.002 0.677 0.353
O -8.653 1.263 2.787
C -9.208 1.687 4.048
H -6.840 -0.991 4.675
H -5.858 0.504 4.801
H -5.200 -0.976 4.231
H -5.105 0.402 0.908
H -5.641 1.316 -0.456
H -6.395 -0.253 -0.048
H -8.856 2.709 4.200
H -8.670 1.220 4.883
H -10.254 1.421 4.099
C 6.057 4.632 2.354
O 5.368 3.406 2.420
P 3.957 3.068 1.845
O 2.943 4.036 2.272
O 3.701 1.557 2.288
C 4.521 0.559 1.657
O 4.317 3.013 0.276
C 3.217 3.076 -0.678
H 7.000 4.544 1.816
H 6.365 4.875 3.375
H 5.448 5.468 2.013
H 3.945 -0.169 1.093
H 4.943 -0.015 2.496
H 5.422 1.012 1.247
H 3.530 2.420 -1.491
H 3.099 4.096 -1.032
H 2.365 2.642 -0.153
C 1.210 -1.180 8.485
O 2.286 -1.802 7.806
P 3.483 -0.835 7.276
O 3.851 0.285 8.134
O 3.052 -0.471 5.791
C 2.973 0.870 5.290
O 4.705 -1.846 7.003
C 4.434 -3.180 6.594
H 1.620 -0.661 9.354
H 0.414 -1.867 8.767
H 0.678 -0.423 7.897
H 2.860 1.647 6.042
H 2.104 0.985 4.642
H 3.865 1.009 4.686
H 4.862 -3.954 7.235
H 4.862 -3.356 5.608
H 3.364 -3.381 6.597
C 3.760 -3.370 0.290
O 4.564 -2.580 1.171
P 5.811 -3.245 1.953
O 5.692 -4.689 2.236
O 7.087 -2.900 1.044
C 7.005 -1.786 0.149
O 5.893 -2.215 3.148
C 6.978 -2.455 4.087
H 3.759 -2.943 -0.715
H 2.729 -3.317 0.637
H 4.127 -4.392 0.229
H 8.032 -1.637 -0.184
H 6.723 -0.813 0.561
H 6.340 -2.006 -0.683
H 6.580 -2.318 5.087
H 7.827 -1.779 3.980
H 7.373 -3.455 3.906
C -8.592 -0.448 -2.507
O -8.017 -1.229 -1.459
P -7.434 -2.710 -1.762
O -7.703 -3.238 -3.108
O -5.927 -2.615 -1.291
C -4.977 -1.688 -1.768
O -8.071 -3.638 -0.644
C -7.862 -3.435 0.764
H -7.933 0.369 -2.798
H -9.542 -0.008 -2.204
H -8.827 -1.110 -3.341
H -4.321 -2.137 -2.516
H -4.382 -1.214 -0.990
H -5.337 -0.814 -2.321
H -8.176 -4.344 1.271
H -8.414 -2.569 1.121
H -6.780 -3.367 0.893
C -0.246 -3.487 -2.704
O -0.551 -3.782 -4.045
P -1.696 -3.235 -4.997
O -1.645 -3.687 -6.386
O -2.967 -3.750 -4.144
C -4.323 -3.540 -4.503
O -1.765 -1.649 -4.772
C -0.942 -0.829 -5.586
H -0.441 -2.426 -2.495
H 0.844 -3.432 -2.671
H -0.730 -4.059 -1.918
H -4.643 -4.387 -5.107
H -4.530 -2.625 -5.065
H -4.981 -3.444 -3.639
H -0.207 -0.286 -4.989
H -1.480 -0.107 -6.201
H -0.337 -1.386 -6.308
C 1.950 -1.592 2.555
O 1.621 -0.494 1.684
P 0.449 -0.823 0.651
O 0.538 -2.083 -0.085
O -0.825 -0.667 1.640
C -2.108 -0.610 0.983
O 0.468 0.543 -0.200
C 0.043 0.442 -1.556
H 1.590 -1.411 3.568
H 3.023 -1.772 2.521
H 1.428 -2.513 2.281
H -2.240 0.385 0.549
H -2.845 -0.806 1.757
H -2.137 -1.331 0.162
H -0.249 -0.527 -1.969
H 0.940 0.738 -2.113
H -0.801 1.113 -1.713
C 2.030 4.604 -5.741
O 3.180 3.872 -6.115
P 3.120 2.312 -6.524
O 4.210 1.945 -7.411
O 2.950 1.561 -5.156
C 3.440 2.040 -3.907
O 1.604 2.099 -7.101
C 1.393 2.337 -8.488
H 2.414 5.434 -5.141
H 1.246 4.084 -5.201
H 1.562 5.197 -6.535
H 4.018 1.294 -3.367
H 2.562 2.230 -3.285
H 4.004 2.971 -3.952
H 2.183 2.921 -8.962
H 0.460 2.890 -8.610
H 1.278 1.410 -9.050
C -0.424 3.608 8.279
O -0.512 2.248 7.805
P -0.833 2.077 6.257
O 0.116 2.701 5.341
O -0.979 0.495 6.061
C -0.721 -0.090 4.753
O -2.332 2.661 6.233
C -3.099 2.829 5.063
H -1.381 3.824 8.752
H -0.181 4.303 7.478
H 0.345 3.651 9.045
H 0.138 -0.712 5.007
H -0.634 0.674 3.990
H -1.474 -0.826 4.467
H -3.872 2.076 4.930
H -2.516 2.854 4.137
H -3.612 3.791 5.046
C -1.844 2.411 -5.417
O -1.997 1.584 -4.258
P -3.356 1.516 -3.473
O -3.229 0.899 -2.142
O -4.306 0.711 -4.462
C -5.685 1.046 -4.663
O -3.998 2.962 -3.513
C -3.983 3.910 -2.449
H -1.008 2.106 -6.035
H -1.708 3.420 -5.009
H -2.765 2.593 -5.977
H -6.111 1.711 -3.905
H -6.255 0.127 -4.545
H -5.784 1.602 -5.591
H -3.966 4.910 -2.867
H -3.125 3.739 -1.793
H -4.811 3.761 -1.754
C 6.308 0.008 -4.925
O 5.336 -0.568 -4.058
P 5.704 -1.688 -2.959
O 7.121 -1.881 -2.673
O 4.956 -2.973 -3.540
C 5.641 -4.243 -3.607
O 4.796 -1.297 -1.732
C 3.376 -1.239 -1.837
H 5.910 -0.035 -5.948
H 7.165 -0.623 -5.168
H 6.477 1.050 -4.678
H 6.070 -4.361 -2.606
H 6.460 -4.301 -4.315
H 4.884 -5.020 -3.663
H 3.025 -0.270 -1.475
H 2.958 -1.998 -1.176
H 2.928 -1.356 -2.825
```



The winner here is Q, beating the second structure by 0.2621 hartree.



P | Here is the molecule C10H16N2O5 from the OMol25 dataset. Energies are from ωB97M-V/def2-TZVPD.

As for the SMILES: N[C@@H](CCC(=O)O)C(=O)N1CCC[C@H]1C(=O)O. Its orbital gap is 9.95 eV. The charge is 0.

```
33
C10H16N2O5, DFT ωB97M-V/def2-TZVPD
C -0.399 -0.859 1.797
C -0.454 -0.902 0.269
C -0.406 0.549 2.400
C -1.559 1.446 2.066
C -1.390 2.289 0.873
C 1.396 -0.887 -1.265
C 1.665 0.549 -0.819
C 0.752 -1.093 -2.629
C 0.390 -2.547 -2.589
C -0.006 -2.771 -1.133
H 0.486 -1.940 3.300
H 0.693 -2.466 1.780
H -1.404 -1.236 2.123
H -0.316 0.475 3.489
H 0.527 1.035 2.082
H -2.479 0.850 1.940
H -1.794 2.121 2.907
H -2.437 3.262 -0.432
H 2.352 -1.428 -1.399
H -0.118 -0.435 -2.748
H 1.424 -0.949 -3.491
H -0.358 -2.836 -3.347
H 1.310 -3.119 -2.790
H 0.522 -3.646 -0.747
H -1.081 -2.861 -1.022
H 0.937 2.272 -1.027
N 0.688 -1.632 2.350
N 0.520 -1.660 -0.342
O -1.362 -0.340 -0.362
O -0.331 2.673 0.335
O -2.583 2.750 0.368
O 2.328 0.842 0.178
O 1.115 1.488 -1.581
```



Q | Here is the molecule C10H16N2O5 from the OMol25 dataset. Energies are from ωB97M-V/def2-TZVPD.

As for the SMILES: O=C(O)CC[C@H](NC(=O)[C@@H]1CCCN1)C(=O)O. Its orbital gap is 8.61 eV. The charge is 0.

```
33
C10H16N2O5, DFT ωB97M-V/def2-TZVPD
C -1.433 -0.581 -1.796
C -1.354 -1.250 -0.359
C -0.169 -0.894 -2.683
C 0.408 0.514 -3.093
C -0.386 1.613 -2.331
C -0.668 -0.696 1.936
C -1.713 0.393 2.127
C 0.652 -0.636 2.612
C 1.477 0.438 1.975
C 2.544 -0.180 0.992
H -2.119 1.481 -1.345
H -2.377 -0.938 -2.190
H -0.405 -1.398 -3.613
H 0.588 -1.488 -2.157
H 1.477 0.632 -2.991
H 0.109 0.619 -4.164
H -0.728 2.514 -2.820
H 0.272 1.939 -1.492
H 0.317 -0.125 0.035
H -1.227 -1.581 2.013
H 1.157 -1.667 2.490
H 0.388 -0.565 3.652
H 0.844 1.181 1.377
H 2.051 0.950 2.793
H 4.124 -1.283 0.993
H -1.980 1.904 3.301
N -1.532 0.892 -1.923
N -0.384 -0.700 0.438
O -1.924 -2.218 0.117
O -2.214 1.096 1.286
O 2.534 -0.078 -0.226
O 3.546 -0.843 1.646
O -1.877 0.954 3.402
```



The winner here is P, beating the second structure by 0.0343 hartree.



P | Here is a cluster of 2 separate species, C3H11N5 in total from the OMol25 dataset. Energies are from ωB97M-V/def2-TZVPD.

As for the SMILES: C[C@@H](N)N(C)N.N#N. Its orbital gap is 9.21 eV. The charge is 0.

```
19
C3H11N5, DFT ωB97M-V/def2-TZVPD
C -0.528 -1.739 0.380
N -0.443 -0.414 -0.197
N -0.191 -0.410 -1.583
N -2.560 0.171 0.166
N -2.730 1.271 0.036
H -1.034 -0.328 -2.138
H 0.247 -1.270 -1.926
H -0.989 2.087 0.306
H 0.397 -2.316 0.237
H -1.360 -2.279 -0.082
H -0.723 -1.650 1.446
C 1.954 0.442 0.424
C 0.466 0.684 0.616
N 0.077 1.983 0.251
H 0.299 2.139 -0.727
H 0.169 0.489 1.651
H 2.512 1.020 1.158
H 2.263 0.735 -0.578
H 2.174 -0.616 0.560
```



Q | Here is a structure of composition C3H11N5 from the OMol25 dataset. Energies are from ωB97M-V/def2-TZVPD.

Its orbital gap is 8.41 eV. The charge is 0.

```
19
C3H11N5, DFT ωB97M-V/def2-TZVPD
C 0.008 -0.337 2.148
N 0.627 -0.866 0.941
N 1.637 -0.133 0.435
H 1.938 0.627 1.065
H 0.554 -0.680 3.031
H -1.010 -0.728 2.207
H -0.066 0.760 2.168
C -0.255 -1.435 -1.540
N 0.653 0.802 -0.713
C -0.474 -0.288 -0.589
N 0.291 2.127 -0.362
N -1.600 0.260 -0.294
H 1.194 0.753 -1.573
H 0.189 2.682 -1.208
H -0.653 2.014 0.036
H -2.395 -0.350 -0.446
H -0.701 -1.211 -2.514
H 0.801 -1.675 -1.659
H -0.738 -2.323 -1.134
```



The winner here is P, beating the second structure by 0.1573 hartree.